Entry 1:
This record from the Open Molecules 2025 dataset describes a structure of composition C37H66F9N15O15S7. The level of theory is wB97M-V/def2-TZVPD.

Atoms and positions in Å:
C (-1.45144, 1.41219, 4.29694)
C (-0.35095, 2.42159, 3.94282)
N (0.25645, 3.05089, 5.09780)
C (-0.42325, 4.00764, 5.94210)
C (0.50219, 4.45327, 6.82548)
N (1.68791, 3.77742, 6.57104)
C (1.47968, 2.99919, 5.52167)
C (2.94081, 4.07813, 7.29313)
H (-2.38310, 1.89961, 4.57063)
H (-1.10233, 0.85682, 5.16990)
H (-1.66133, 0.72285, 3.46081)
H (-0.72258, 3.15080, 3.22982)
H (0.36317, 1.89759, 3.32020)
H (-1.47309, 4.26602, 5.83298)
H (0.51959, 5.16715, 7.60992)
H (2.26534, 2.42469, 5.06032)
H (3.30228, 5.02464, 6.88103)
H (3.70578, 3.37310, 7.00926)
H (2.71066, 4.09382, 8.34395)
C (-2.21490, -3.68378, 1.36845)
C (-3.48223, -3.77711, 0.58318)
N (-4.00926, -2.41607, 0.29478)
C (-5.30762, -2.18864, -0.17819)
C (-5.43452, -0.80569, -0.28050)
N (-4.26171, -0.27428, 0.27600)
C (-3.44941, -1.26118, 0.63006)
C (-3.96731, 1.13061, 0.31910)
H (-2.00067, -4.68360, 1.72146)
H (-2.38909, -2.99592, 2.19390)
H (-1.35817, -3.30805, 0.82118)
H (-4.17609, -4.43056, 1.06547)
H (-3.26925, -4.19186, -0.39930)
H (-5.96237, -2.98627, -0.45652)
H (-6.27142, -0.22097, -0.63119)
H (-2.46391, -1.08094, 1.04688)
H (-4.76013, 1.62345, 0.85912)
H (-3.88220, 1.53634, -0.68272)
H (-2.98429, 1.28629, 0.73853)
C (-1.55565, 5.84428, -3.11059)
C (-1.03040, 4.44364, -2.86375)
N (-0.91058, 3.56346, -4.03018)
C (-1.26823, 3.91302, -5.33961)
C (-0.73929, 2.97197, -6.16140)
N (-0.09895, 2.04708, -5.32537)
C (-0.20223, 2.49710, -4.06528)
C (1.07773, 1.26020, -5.78230)
H (-0.98926, 6.39563, -3.88084)
H (-1.53002, 6.42843, -2.20590)
H (-2.57093, 5.76277, -3.52224)
H (-1.62248, 3.92271, -2.10526)
H (-0.07455, 4.54467, -2.40703)
H (-1.88230, 4.80714, -5.47601)
H (-0.76847, 2.83515, -7.24445)
H (0.24747, 2.05005, -3.20170)
H (1.97579, 1.69216, -5.30303)
H (1.08912, 1.41274, -6.86051)
H (0.97862, 0.18431, -5.62056)
C (4.45720, -0.54541, 6.50750)
C (3.01441, -0.34650, 7.04410)
N (2.07113, -1.05991, 6.23732)
C (1.10222, -1.91773, 6.67779)
C (0.27662, -2.22792, 5.68280)
N (0.75964, -1.53397, 4.57221)
C (1.84616, -0.91384, 4.92732)
C (0.26974, -1.75697, 3.18243)
H (4.73161, -1.59138, 6.42095)
H (5.20020, -0.06598, 7.15560)
H (4.57396, -0.10369, 5.49970)
H (2.81431, 0.69656, 6.94424)
H (3.02700, -0.72907, 8.05493)
H (1.13967, -2.31951, 7.68287)
H (-0.57562, -2.91733, 5.60401)
H (2.49781, -0.31168, 4.31790)
H (0.77175, -2.66598, 2.84847)
H (0.60002, -0.92655, 2.56066)
H (-0.81312, -1.78453, 3.18853)
C (-5.06267, -5.81741, -5.57174)
C (-4.99125, -4.84205, -4.38094)
N (-4.64751, -3.43165, -4.62899)
C (-5.56280, -2.52706, -5.14621)
C (-4.88071, -1.35161, -5.36425)
N (-3.55565, -1.61489, -5.01480)
C (-3.47934, -2.87264, -4.62922)
C (-2.50363, -0.62151, -5.01762)
H (-5.75826, -6.61067, -5.29643)
H (-4.10175, -6.24441, -5.88654)
H (-5.54815, -5.31141, -6.44754)
H (-4.19381, -5.16895, -3.73109)
H (-5.92412, -4.88822, -3.80484)
H (-6.60804, -2.68271, -5.29517)
H (-5.17630, -0.41729, -5.77555)
H (-2.55793, -3.40962, -4.40494)
H (-1.56866, -1.06607, -5.33787)
H (-2.36416, -0.23063, -4.03545)
H (-2.74002, 0.16906, -5.72666)
C (2.89462, -3.65566, 0.68788)
C (4.28350, -3.22572, 0.18768)
N (4.21860, -2.28236, -0.91443)
C (3.83945, -2.60090, -2.23592)
C (3.71646, -1.49748, -2.98166)
N (4.05703, -0.43012, -2.05381)
C (4.29080, -0.96638, -0.87885)
C (3.96998, 0.99832, -2.48209)
H (2.34200, -2.74399, 0.84706)
H (3.03187, -4.21108, 1.60970)
H (2.35034, -4.27818, -0.04350)
H (4.82725, -4.14769, -0.05016)
H (4.87436, -2.69944, 0.94998)
H (3.59618, -3.63555, -2.36413)
H (3.59109, -1.35061, -4.04641)
H (4.44319, -0.37475, -0.01237)
H (4.58181, 1.08891, -3.35444)
H (4.43872, 1.64521, -1.73682)
H (2.93088, 1.28083, -2.57942)
N (3.50723, 2.18914, 3.43835)
S (3.05545, 1.78963, 1.98312)
O (4.08593, 1.72629, 1.04974)
O (1.79774, 2.28421, 1.54627)
F (2.84568, 0.27150, 2.27482)
S (4.49414, 3.34207, 3.95551)
O (3.81257, 4.29902, 4.64119)
O (5.58350, 3.68858, 3.18329)
F (5.22387, 2.56204, 5.20746)
N (-1.12796, -0.19506, -1.33405)
S (-0.10327, 0.60866, -0.19687)
O (1.31329, 0.39731, -0.47011)
O (-0.75618, 0.63082, 1.10417)
F (-0.26588, 2.13040, -0.64341)
S (-0.39563, -1.41609, -1.97079)
O (0.39920, -2.14760, -1.07884)
O (0.14986, -1.11519, -3.22276)
F (-1.76107, -2.18591, -2.22322)
N (1.98986, 5.81107, -2.09985)
S (1.55403, 6.01748, -0.65464)
O (2.30164, 5.51431, 0.47945)
O (0.09418, 6.18164, -0.53296)
F (1.83008, 7.61042, -0.59406)
S (2.56991, 4.26471, -2.60196)
O (1.94926, 3.12815, -2.17520)
O (4.01423, 4.33350, -2.69906)
F (2.12457, 4.36184, -4.16521)
C (-0.18313, -5.35273, -2.48837)
F (0.65327, -6.35839, -2.97879)
F (0.05877, -5.24065, -1.18386)
F (0.23894, -4.20851, -3.10106)
S (-1.91851, -5.70311, -2.80466)
O (-2.06064, -6.98987, -2.24445)
O (-2.60015, -4.61377, -2.07773)
O (-1.93944, -5.49383, -4.24679)

Calculated values
**Maximum force**: 0.192 hartree/bohr
**Energy**: -192791.4941 eV
**Net charge**: +2

These are the Mulliken partial charges, in e, on atoms 1 to 2:
1 C -0.792
2 C -0.105

=====

Entry 2:
This record from the Open Molecules 2025 dataset describes a structure of composition C37H67AsCaClFN4Si4. The level of theory is wB97M-V/def2-TZVPD.

Atoms and positions in Å:
Ca (-0.79889, 0.87407, -0.66681)
C (-5.79637, 3.44051, -0.67729)
Si (-3.94778, 3.01241, -0.84902)
C (-3.17694, 3.65228, 0.75230)
C (-3.39725, 4.06626, -2.30898)
C (-3.55933, 1.24427, -1.14864)
C (-3.18542, 0.97295, -2.55636)
C (-4.09694, 0.88795, -3.63019)
C (-3.64993, 0.64574, -4.90941)
C (-2.28613, 0.47783, -5.14118)
C (-1.44110, 0.56306, -4.05689)
N (-1.87257, 0.80523, -2.81633)
Si (-4.67803, -0.01844, -0.43743)
C (-4.70875, 0.06163, 1.44207)
C (-6.52140, 0.07918, -0.92332)
C (-4.17298, -1.73880, -1.03148)
H (-5.92773, 4.52756, -0.67498)
H (-6.21819, 3.04818, 0.25298)
H (-6.37825, 3.02732, -1.50533)
H (-3.78011, 4.44439, 1.20684)
H (-2.17360, 4.04419, 0.56815)
H (-3.08251, 2.83751, 1.47528)
H (-3.33276, 5.12198, -2.03131)
H (-4.11975, 3.96946, -3.12565)
H (-2.41663, 3.76635, -2.68143)
H (-5.14979, 1.02989, -3.42395)
H (-4.35394, 0.59711, -5.73336)
H (-1.89722, 0.27511, -6.12956)
H (-0.37176, 0.42607, -4.16690)
H (-4.81439, 1.09844, 1.77769)
H (-3.78524, -0.34290, 1.86030)
H (-5.55107, -0.50886, 1.84551)
H (-6.99163, 0.97669, -0.51882)
H (-7.05982, -0.79110, -0.53418)
H (-6.65811, 0.09589, -2.00894)
H (-3.26061, -2.06364, -0.52779)
H (-3.99358, -1.72408, -2.11201)
H (-4.95348, -2.47891, -0.83081)
C (5.31518, -1.81275, -1.80616)
C (4.56662, -2.21504, -0.53349)
C (3.11318, -2.54737, -0.87707)
C (4.71609, -1.24179, 0.63897)
C (5.44254, -1.71589, 1.72745)
C (5.67333, -0.94294, 2.85377)
C (5.16209, 0.34193, 2.88112)
C (4.41949, 0.86807, 1.82857)
C (3.85356, 2.26738, 2.02770)
C (2.33927, 2.21843, 2.24868)
C (4.22265, 3.29067, 0.95392)
C (4.15398, 0.07261, 0.68315)
N (3.25705, 0.48535, -0.28690)
C (3.63661, 1.13525, -1.37806)
C (4.94178, 1.63877, -1.67133)
C (5.22950, 2.34836, -2.82371)
C (4.25703, 2.60373, -3.78572)
C (2.97643, 2.09240, -3.56182)
C (2.71008, 1.38537, -2.42173)
F (1.44517, 0.84837, -2.30329)
H (5.38370, -2.67378, -2.47978)
H (6.32833, -1.47316, -1.58098)
H (4.80889, -1.01387, -2.33520)
H (5.04040, -3.14108, -0.18642)
H (2.59733, -1.65612, -1.23377)
H (2.57452, -2.91448, -0.00480)
H (3.08699, -3.32125, -1.65206)
H (5.84063, -2.72567, 1.68515)
H (6.23870, -1.33350, 3.69161)
H (5.33319, 0.96414, 3.75480)
H (4.30657, 2.63130, 2.95781)
H (1.85706, 1.71686, 1.41009)
H (1.92279, 3.22589, 2.33178)
H (2.10304, 1.66950, 3.15914)
H (3.74078, 3.07897, 0.00247)
H (5.30178, 3.31866, 0.78562)
H (3.90008, 4.28449, 1.27774)
H (5.72036, 1.44645, -0.94199)
H (6.23908, 2.71920, -2.97376)
H (4.47675, 3.17663, -4.67673)
H (2.17160, 2.24421, -4.27110)
N (0.29464, -2.75519, -3.10483)
N (-0.63370, -2.01257, -2.30591)
H (0.56721, -3.60998, -2.62428)
H (1.12995, -2.18673, -3.18487)
H (-0.37830, -2.05557, -1.31786)
H (-1.54955, -2.43455, -2.39402)
C (-0.41145, -4.73514, 0.03539)
Si (-0.66477, -3.83606, 1.68074)
C (0.78604, -4.29536, 2.80633)
C (-2.12276, -4.74848, 2.47671)
As (-1.16031, -1.62240, 1.34689)
Si (-0.79170, -0.90681, 3.49377)
C (-1.93999, -1.69766, 4.78172)
C (0.92792, -1.17986, 4.22982)
C (-1.20248, 0.94163, 3.53812)
H (-0.47338, -5.81787, 0.18149)
H (0.56384, -4.50428, -0.39828)
H (-1.18366, -4.44335, -0.68106)
H (1.07616, -5.33917, 2.65037)
H (0.48237, -4.18294, 3.85036)
H (1.66087, -3.66221, 2.65947)
H (-1.88920, -5.80400, 2.65456)
H (-3.00751, -4.68585, 1.83834)
H (-2.38056, -4.28674, 3.43221)
H (-1.63175, -2.72439, 4.99750)
H (-2.97274, -1.72480, 4.42684)
H (-1.90694, -1.13397, 5.72014)
H (1.00379, -2.19116, 4.63286)
H (1.12009, -0.47603, 5.04582)
H (1.71804, -1.06866, 3.48604)
H (-2.27891, 1.08291, 3.66635)
H (-0.91371, 1.44342, 2.61016)
H (-0.68632, 1.44934, 4.35792)
Cl (0.15231, 4.00950, -1.79402)
C (0.35020, 2.96827, -0.27444)
H (0.07117, 3.63996, 0.54412)
H (1.43095, 2.83966, -0.20086)

Calculated values
**Maximum force**: 0.011 hartree/bohr
**Relative energy (zero: lowest compared OMol25 entry of this formula, charge and spin)**: 1.535 eV
**Energy**: -171450.4282 eV
**Net charge**: -2

These are the Mulliken partial charges, in e, on atoms 1 to 2:
1 Ca 1.674
2 C -1.326

=====

Entry 3:
This record from the Open Molecules 2025 dataset describes a structure of composition C37H68AlN4O5P2STe. The level of theory is wB97M-V/def2-TZVPD.

Atoms and positions in Å:
Al (-0.98986, 2.32623, 1.29863)
N (-0.91777, 3.01122, 3.19736)
C (0.04572, 2.42515, 4.17834)
C (0.48609, 1.02716, 3.80466)
C (1.31605, 0.89610, 2.50375)
N (0.58531, 1.07367, 1.23563)
H (-0.72629, 4.03950, 3.09366)
H (-1.91459, 2.91706, 3.51297)
H (-0.34805, 2.48407, 5.21470)
H (0.95193, 3.04500, 4.13788)
H (-0.39772, 0.33675, 3.74584)
H (1.11109, 0.60179, 4.62895)
H (1.76224, -0.06738, 2.53820)
H (2.09176, 1.62304, 2.56672)
H (0.42235, 0.17606, 0.83818)
H (1.20588, 1.51280, 0.54132)
C (-4.94948, 3.47434, -2.41244)
C (-5.14700, 3.93005, -0.97100)
N (-5.10105, 2.82238, -0.01828)
C (-6.40009, 2.33650, 0.58205)
C (-7.02784, 1.23858, -0.24999)
C (-3.95945, 2.11089, 0.18293)
S (-2.38608, 2.74402, -0.42619)
N (-4.05994, 0.90426, 0.72926)
C (-3.12602, 0.29756, 1.46662)
O (-2.01101, 0.78355, 1.85878)
C (-3.31576, -1.08436, 1.93820)
C (-4.57247, -1.65828, 2.01669)
C (-4.80420, -2.95481, 2.39275)
C (-3.73843, -3.75666, 2.82242)
C (-2.46984, -3.28880, 2.60026)
C (-2.23271, -1.96731, 2.22388)
H (-4.14296, 4.00164, -2.93667)
H (-5.89183, 3.70519, -2.95045)
H (-4.74061, 2.37398, -2.53386)
H (-6.14227, 4.37758, -0.88145)
H (-4.36102, 4.63064, -0.68156)
H (-6.99639, 3.21282, 0.77282)
H (-6.24366, 1.92870, 1.60852)
H (-7.48674, 1.61959, -1.13004)
H (-7.80504, 0.83178, 0.44846)
H (-6.27311, 0.43779, -0.41105)
H (-5.46520, -1.07031, 1.83996)
H (-5.82355, -3.30567, 2.36360)
H (-3.87556, -4.67736, 3.35884)
H (-1.61772, -3.92634, 2.78923)
H (-1.19938, -1.60958, 2.12690)
C (0.54808, 7.95121, 3.22842)
C (-0.16556, 7.26728, 2.07431)
O (0.18087, 5.79082, 1.92792)
P (0.72508, 5.01013, 0.63207)
O (0.10645, 3.63849, 0.69351)
Te (0.05137, 6.09592, -1.40687)
O (2.27806, 4.84118, 0.70442)
C (3.25472, 5.95305, 0.71049)
C (3.81605, 6.11384, -0.67884)
H (0.53044, 9.05880, 3.04516)
H (1.61962, 7.65042, 3.31918)
H (-0.00563, 7.82111, 4.18298)
H (-0.01586, 7.69917, 1.06899)
H (-1.23803, 7.23143, 2.28212)
H (4.00646, 5.63646, 1.42842)
H (2.76541, 6.81803, 1.12096)
H (3.94208, 5.18490, -1.21481)
H (4.76086, 6.60958, -0.71186)
H (3.15440, 6.72107, -1.21749)
O (1.48421, -1.35653, -0.23788)
P (1.93178, -2.32430, -1.34440)
C (2.26335, -3.96853, -0.68026)
C (3.05720, -3.72582, 0.59450)
C (2.53479, -4.39187, 1.87024)
C (2.02676, -5.84527, 1.76364)
C (1.21327, -6.02688, 0.47875)
C (0.97706, -4.71881, -0.21589)
C (0.52164, -2.30778, -2.53028)
C (-0.85154, -2.24164, -1.83203)
C (-2.00648, -1.95483, -2.81675)
C (-1.90839, -2.82515, -4.14476)
C (-0.92019, -3.96718, -3.94070)
C (0.46488, -3.40672, -3.60097)
C (3.45403, -1.78939, -2.22791)
C (4.55619, -1.22692, -1.27501)
C (5.99282, -1.72647, -1.43185)
C (6.25569, -1.88786, -2.96348)
C (5.33967, -3.02248, -3.45519)
C (3.88397, -2.73251, -3.39067)
H (2.80435, -4.59542, -1.43020)
H (3.33374, -2.65456, 0.80545)
H (4.06122, -4.22079, 0.36382)
H (1.80754, -3.70383, 2.36837)
H (3.38928, -4.30658, 2.57385)
H (1.38881, -5.99942, 2.65964)
H (2.85336, -6.59869, 1.84212)
H (0.27913, -6.60475, 0.69940)
H (1.84216, -6.69747, -0.17440)
H (0.52999, -4.06143, 0.50163)
H (0.30793, -4.89352, -1.06822)
H (0.64464, -1.33294, -3.00652)
H (-0.77262, -1.45637, -1.12203)
H (-1.14341, -3.17755, -1.29515)
H (-2.03435, -0.92734, -3.16633)
H (-2.98681, -2.09329, -2.35685)
H (-1.49053, -2.18128, -4.96166)
H (-2.89414, -3.19415, -4.37021)
H (-0.85346, -4.55057, -4.90154)
H (-1.27688, -4.63848, -3.13713)
H (1.01679, -3.12495, -4.50458)
H (1.12349, -4.21828, -3.25339)
H (3.02719, -0.84209, -2.74802)
H (4.26726, -1.30856, -0.22439)
H (4.62710, -0.12657, -1.48104)
H (6.07128, -2.72166, -0.95080)
H (6.72361, -1.03387, -0.99074)
H (7.29766, -2.16143, -3.22944)
H (6.00673, -0.96705, -3.50106)
H (5.62679, -3.97082, -2.98118)
H (5.62560, -3.17438, -4.51383)
H (3.33680, -3.68190, -3.45147)
H (3.55647, -2.31652, -4.35827)

Calculated values
**Maximum force**: 0.084 hartree/bohr
**Relative energy (zero: lowest compared OMol25 entry of this formula, charge and spin)**: 1.746 eV
**Energy**: -98976.4427 eV
**Net charge**: +1

These are the Mulliken partial charges, in e, on atoms 1 to 2:
1 Al -0.080
2 N 0.187